{
  "formula": "C10H8As3CuF34O2",
  "method": "the ωB97M-V functional and the def2-TZVPD basis",
  "total_charge": -2,
  "species": ["F", "F", "H", "O", "F", "F", "F", "H", "F", "F", "F", "As", "F", "F", "C", "H", "F", "As", "F", "F", "F", "F", "As", "H", "O", "C", "C", "F", "F", "H", "F", "H", "C", "F", "C", "F", "F", "F", "H", "H", "F", "Cu", "F", "F", "C", "F", "F", "F", "F", "F", "C", "F", "C", "C", "F", "F", "F", "C"],
  "positions_angstrom": [[-0.183306, 0.536713, -1.315550], [1.697723, 0.721450, 4.890190], [-4.745024, -0.250933, -0.697753], [-1.529291, -2.255345, -1.973058], [6.403101, -0.001604, -0.475674], [-5.719308, -1.711832, -1.565740], [2.098705, 1.938645, -3.565528], [5.590021, -0.022519, 1.362810], [1.204432, -2.077504, -1.536558], [-0.025219, -0.138343, 6.469443], [2.181011, 2.900297, 2.571314], [1.115785, 3.484258, 1.298528], [5.672085, 1.741805, 0.617131], [-0.863676, -2.593828, 0.125751], [-0.854830, -3.104504, -1.095734], [-3.379500, -2.836050, -1.221170], [-3.305133, 0.829899, -0.208390], [0.348996, -0.428593, 4.774024], [-1.486515, -4.289695, -1.165626], [-5.571136, 0.319537, -2.444863], [-0.264273, 3.455249, 2.376555], [-0.381785, 0.229172, -3.485311], [-3.373985, 0.177754, 1.449095], [3.978578, 2.234011, -0.950544], [2.292092, 1.363173, -1.463793], [1.747230, 0.982811, -2.701683], [-3.586160, -0.992249, -2.368756], [-2.863403, 0.148133, -2.511758], [1.514295, -1.676022, 5.260307], [-2.781443, -1.455922, -0.508124], [1.242901, -4.258645, -1.108971], [-0.194368, 1.991247, -2.655920], [-2.819984, -1.935668, -1.496413], [3.095504, 0.184655, 0.697032], [0.216824, 0.987770, -2.535078], [-2.872653, 1.747182, 2.023355], [-0.675546, 0.885753, 4.328699], [1.566805, 5.127236, 1.800446], [0.535222, -3.449479, -2.746640], [4.256662, 1.127533, -2.256905], [2.193746, -0.243131, -2.985485], [0.616860, -0.483368, 0.636024], [0.744052, 1.798510, 0.854671], [-1.717864, -0.377057, 1.228549], [4.031353, 0.210310, -0.268662], [2.480620, 3.479737, 0.203353], [-3.444032, -0.406124, 3.085979], [0.051755, 4.206160, 0.075913], [0.786897, -0.763933, 3.068970], [3.958346, -1.031919, -0.855210], [3.685595, 1.254765, -1.336443], [-3.977744, -1.322801, 0.687901], [5.409388, 0.414591, 0.376051], [0.551293, -3.250533, -1.674311], [-3.767479, -1.551821, -3.610203], [-5.048119, 0.661852, 1.549732], [-0.917872, -1.615428, 4.689310], [-4.918212, -0.615380, -1.715294]],
  "forces_ev_per_a": [[0.4046, -0.3105, -0.4410], [-0.6837, -0.7089, -0.2369], [-0.3740, 0.0974, -1.1739], [1.0529, -0.3320, 0.0462], [-0.5779, -0.0926, 0.0029], [-0.0958, -0.2545, -0.7383], [0.2283, -0.5680, -1.4377], [-0.6220, -0.6722, -0.3477], [0.2691, 0.0448, 0.7763], [0.0735, -0.2423, -0.4539], [-0.5137, -0.0216, -0.7689], [-0.5227, 1.1434, 1.9307], [-0.5875, -0.2474, -0.5067], [0.2766, -0.6211, 0.8870], [-1.1065, 1.3739, -2.7625], [-0.1966, -0.0347, -0.7838], [0.3820, 0.0265, 1.1664], [1.2322, 0.8248, 1.0815], [0.2335, -0.7412, 1.0129], [-0.0354, -0.2156, -0.3930], [0.9292, 0.0572, -0.5866], [0.6640, -0.2712, -0.0248], [-0.2452, 2.1321, 0.9436], [0.1128, -0.1338, 0.1430], [-1.1590, -0.9911, -1.3406], [0.1911, 0.5569, 3.7793], [0.4934, -0.3900, -0.1307], [-0.2909, -0.2053, -0.7805], [-0.6296, 0.2144, -0.3295], [0.7642, -0.1021, -1.1878], [0.0993, 0.1392, 0.6025], [0.3217, 0.1442, 0.2370], [-0.4214, -0.0929, 1.9825], [0.0910, 0.2849, 0.3993], [-1.2291, 0.6742, -0.1694], [-0.0841, -1.0107, -0.3533], [0.0398, -0.6618, -0.2368], [-0.3283, -0.6635, -0.3713], [-0.4722, -0.0456, 0.0116], [-0.2500, -0.5069, -0.0455], [0.3090, 0.1187, -1.4342], [-0.3085, 0.7081, 0.8884], [0.0533, 0.3742, -0.2431], [-0.1922, -0.1097, 0.0853], [-0.4841, -0.2681, -1.0913], [-0.3397, -0.0582, -0.1489], [0.1199, -0.3103, -1.1589], [0.8677, -0.9103, 0.1786], [-0.1895, 0.0549, -0.1694], [0.5433, 0.0049, 0.2852], [0.5559, 1.3840, 0.9555], [-0.0047, 0.1079, 1.9882], [1.5119, 0.7314, 0.7115], [0.0804, -0.1616, -1.0673], [-0.1649, 0.3639, -0.1147], [0.1150, -0.1138, -0.1421], [0.3274, 0.2896, -0.1958], [-0.2338, 0.2181, 1.2713]]
}

---

{
  "formula": "C20H24I2IrN6OS2Se",
  "method": "the ωB97M-V functional and the def2-TZVPD basis",
  "total_charge": 1,
  "species": ["H", "C", "H", "N", "C", "I", "H", "H", "H", "H", "H", "Ir", "S", "C", "I", "H", "N", "C", "H", "N", "C", "C", "H", "C", "C", "H", "H", "N", "H", "C", "O", "N", "H", "H", "C", "N", "H", "C", "C", "C", "C", "H", "C", "C", "C", "S", "H", "H", "C", "H", "H", "C", "H", "H", "H", "Se", "C"],
  "positions_angstrom": [[0.880452, -0.005009, -4.264085], [-1.365452, 3.942651, 2.862889], [-4.554733, -2.488027, -2.277142], [-2.491901, -3.216281, 1.322836], [-4.368286, -2.683592, 0.316757], [2.631459, -4.555160, 0.290595], [1.987583, 3.210851, 1.079573], [1.819753, 0.748450, 3.798140], [0.423674, 4.350471, -3.268359], [-0.814270, -2.690054, 2.463088], [-0.979055, -4.422390, 2.104376], [0.772935, -1.593971, -0.371022], [-1.067130, -0.358817, 0.004697], [-1.519348, -3.514757, 2.366360], [4.378017, -1.969267, -1.203838], [-2.902310, -1.839692, -2.375431], [1.162188, 3.703747, 5.428458], [-2.230214, -3.171462, 0.012024], [-0.076270, 2.019989, -4.126168], [0.768013, 1.075990, -2.492987], [0.990191, 1.061395, 3.176552], [-1.114170, 1.897420, 1.565144], [1.866420, 3.352850, -3.454968], [-3.811478, -2.902382, 1.530500], [4.522089, -3.931813, -0.432774], [-2.056162, -3.662553, 3.298702], [0.355740, 3.987066, -0.874398], [-3.374309, -2.863383, -0.614641], [-0.896162, 2.351995, -2.600440], [1.242700, 3.644353, -1.417517], [1.922906, 0.159886, -0.733384], [1.698657, 2.391450, -0.816357], [4.828397, -4.607134, -1.220927], [-5.372908, -2.424145, 0.037334], [0.341293, 2.257675, 3.453565], [-1.879739, 4.958401, 3.012347], [2.662769, 1.578696, 0.857759], [1.452344, 1.183251, -1.340245], [-0.711487, 2.688357, 2.635533], [2.503145, 2.542388, 0.389088], [-0.475682, 0.696136, 1.306602], [-0.342186, -0.606304, -3.121745], [0.661547, -0.180154, -3.210125], [0.939675, 3.469274, -2.889989], [0.085875, 2.230756, -3.070140], [1.449575, -1.235528, 1.760810], [-3.190384, -3.583328, -2.574719], [-1.934343, 2.222876, 0.937824], [-3.509980, -2.683853, -2.055000], [5.223695, -3.931386, 0.391523], [-4.240479, -2.867551, 2.515397], [0.786639, 3.060458, 4.554857], [1.394279, -0.895938, -2.835998], [2.024688, 4.388760, -1.265963], [3.468218, 2.980325, 0.127666], [-0.563115, -3.548854, -0.792831], [0.596624, 0.276858, 2.100219]],
  "forces_ev_per_a": [[-0.0317, -0.0199, -0.0118], [0.0327, 0.0892, 0.0386], [0.0006, 0.0010, -0.0008], [0.0109, -0.0681, -0.0693], [-0.0012, 0.0047, 0.0986], [0.0510, -0.0194, -0.0204], [-0.0032, -0.0065, 0.0291], [-0.0051, 0.0199, 0.0126], [-0.0073, -0.0048, -0.0012], [0.0118, -0.0109, -0.0112], [-0.0073, 0.0172, 0.0208], [0.4245, 0.3637, -0.3178], [0.0661, 0.3204, 0.1780], [0.0486, 0.0179, 0.0060], [-0.0078, 0.0242, -0.0362], [-0.0009, 0.0020, -0.0092], [0.0102, -0.0054, 0.0289], [-0.1274, 0.0471, -0.0569], [-0.0139, 0.0161, 0.0049], [0.0412, 0.0895, -0.1132], [0.0308, 0.0157, 0.0369], [-0.0086, 0.0657, 0.0538], [0.0046, 0.0061, 0.0020], [-0.1575, 0.0587, 0.0027], [0.0187, 0.0241, 0.0050], [-0.0016, -0.0064, -0.0001], [0.0084, 0.0205, -0.0095], [0.1482, -0.0237, -0.0511], [0.0042, 0.0155, 0.0030], [-0.0072, -0.0264, -0.0030], [-0.1546, -0.1803, -0.0865], [-0.0152, 0.0597, -0.1004], [-0.0086, 0.0079, -0.0024], [-0.0162, -0.0033, 0.0074], [0.0345, -0.0671, -0.0231], [-0.0488, 0.0062, -0.0107], [-0.0032, 0.0080, -0.0116], [0.0858, -0.1030, 0.2280], [-0.0277, -0.1160, -0.1025], [-0.0356, -0.0264, 0.0046], [0.0131, -0.3614, -0.1471], [0.0035, -0.0035, -0.0125], [-0.0022, -0.0252, 0.0807], [-0.0087, -0.0142, 0.0279], [0.0086, -0.0244, -0.0078], [-0.3252, 0.0592, 0.1540], [-0.0007, 0.0045, -0.0039], [-0.0049, 0.0201, 0.0049], [-0.0224, 0.0114, 0.0095], [-0.0052, 0.0041, -0.0023], [-0.0045, -0.0061, 0.0064], [0.0145, 0.0680, 0.0337], [-0.0021, 0.0448, -0.0310], [0.0012, -0.0026, -0.0148], [0.0013, 0.0197, 0.0350], [-0.0418, -0.2778, 0.2743], [0.0333, -0.1303, -0.1192]]
}

---

{
  "formula": "C4H14NOS",
  "method": "the ωB97M-V functional and the def2-TZVPD basis",
  "total_charge": 1,
  "species": ["H", "H", "H", "H", "H", "C", "S", "H", "C", "C", "O", "H", "H", "C", "N", "H", "H", "H", "H", "H", "H"],
  "positions_angstrom": [[-4.106695, -0.302416, -0.393442], [2.869382, 0.464727, 0.739199], [0.867523, -1.164190, -0.859928], [1.313485, 1.867650, 1.633388], [0.034312, -1.524931, 1.305172], [1.621935, -1.042078, -0.088728], [-1.733115, 0.241932, -0.084660], [1.011993, -2.892620, 0.948644], [1.904312, 0.466050, 0.232419], [-3.459114, 0.442222, 0.063840], [-0.179825, 1.061737, -2.393145], [-0.182012, 1.328685, -3.323382], [2.039394, 1.025085, -0.695924], [1.069513, -1.826166, 1.152681], [0.923495, 1.134083, 1.063769], [2.567173, -1.513337, -0.344396], [0.021906, 1.370043, 0.662062], [1.704357, -1.551824, 1.991933], [-3.733969, 0.579169, 1.115433], [-0.868453, 0.412227, -2.321913], [-3.685594, 1.423946, -0.403029]],
  "forces_ev_per_a": [[0.3714, -0.1890, -0.1197], [-0.1312, 0.3379, 0.2273], [0.3302, 0.0859, -0.5501], [-0.0997, 0.0570, 0.3670], [-0.0480, 0.1137, 0.5280], [-0.9391, -0.2913, 1.2570], [-0.1497, 0.0943, 0.1489], [0.4157, -0.0348, 0.0801], [0.1209, -0.9575, 0.3273], [-0.3665, -0.0230, -0.0078], [0.3468, 0.4883, 0.0554], [-0.0052, 0.0934, 0.1657], [-0.1221, -0.0230, -0.2805], [0.2144, 1.0468, -1.1876], [0.0385, -0.2108, -0.7782], [0.0129, 0.2370, -0.5150], [0.3763, 0.1167, 0.0206], [-0.2999, -0.4131, 0.3874], [0.1093, 0.2088, 0.0872], [-0.3581, -0.7500, -0.3717], [0.1831, 0.0127, 0.1586]]
}

---

What are the HOMO values for these records? In order: -5.6960 -10.4062 -13.4825 eV.